# 1
Computed, not measured: a cluster of 11 separate species, C22H33N11 in total, with ωB97M-V/def2-TZVPD.

The geometry in XYZ format:
```
66
Properties=species:S:1:pos:R:3:forces:R:3
C -3.17128 -0.74145 0.68585 -0.3 0.9 0.7
C -4.36551 -0.18336 1.34107 0.3 -0.2 -0.3
N -5.29206 0.23970 1.86845 -0.1 0.2 0.1
H -3.15131 -0.43981 -0.35626 -0.1 -0.4 -0.1
H -3.18408 -1.81179 0.85704 0.2 -0.1 -0.4
H -2.31817 -0.25216 1.15907 0.1 -0.3 0.1
C -1.93530 -4.61181 -0.64268 0.0 0.3 0.2
C -2.98393 -5.19101 -1.46860 0.2 -0.1 -0.1
N -3.84305 -5.64605 -2.07492 0.0 -0.2 -0.2
H -2.44503 -4.02275 0.12087 0.2 -0.2 0.2
H -1.28015 -3.91164 -1.16070 -0.1 -0.1 -0.3
H -1.30212 -5.38926 -0.21868 -0.2 0.0 0.2
C 0.06088 4.84710 -0.44574 -0.5 -0.9 -0.1
C 0.45708 5.13421 -1.80492 0.4 0.2 -0.4
N 0.80639 5.28159 -2.88892 -0.2 0.1 0.0
H -0.90013 5.29529 -0.20021 0.2 0.4 0.1
H 0.85239 5.06288 0.26499 -0.1 0.2 0.1
H -0.14334 3.77257 -0.43584 0.2 0.0 0.3
C 5.69220 1.53249 -1.27538 1.0 0.1 -0.1
C 4.36541 1.99444 -0.90816 0.2 -0.4 -0.2
N 3.29668 2.29293 -0.62747 -0.3 0.2 0.2
H 6.33685 2.36547 -1.56203 -0.2 0.1 0.0
H 5.69843 0.83210 -2.10833 -0.4 0.0 0.0
H 6.21268 1.05422 -0.44493 -0.3 -0.1 0.1
C 0.55538 -3.23513 2.47105 0.2 0.0 -0.1
C 1.99348 -3.11599 2.25085 -0.3 -0.3 0.4
N 3.12992 -3.05861 2.12601 0.3 0.1 0.0
H 0.34772 -4.11688 3.07549 0.0 0.0 0.0
H 0.07592 -3.33611 1.49852 -0.2 0.1 0.1
H 0.21084 -2.35151 3.00588 -0.1 0.0 -0.1
C -2.89203 3.29136 -2.88527 0.0 0.2 -0.3
C -2.02817 2.21871 -2.41277 -0.2 0.7 0.1
N -1.29397 1.39307 -2.12130 0.3 -0.6 0.2
H -2.31929 4.20661 -3.04442 0.2 -0.2 -0.2
H -3.68987 3.58166 -2.20493 -0.1 -0.5 0.1
H -3.29344 2.94359 -3.83717 -0.2 0.3 0.0
C 0.60365 0.49695 0.45744 0.2 -0.3 1.2
C 0.40184 -0.77506 -0.21456 0.0 0.6 -1.1
N 0.28370 -1.77698 -0.76651 -0.3 0.0 0.2
H 0.47371 1.44571 -0.04821 -0.4 -0.5 -0.7
H 1.61370 0.52342 0.86717 0.0 -0.2 0.1
H -0.09507 0.46076 1.29455 0.2 0.4 0.2
C 4.24377 -0.10665 4.69662 -0.7 0.6 -0.1
C 2.92130 -0.24943 4.08871 0.0 -0.5 -0.1
N 1.89760 -0.36652 3.58384 0.0 0.2 0.1
H 4.24350 0.91927 5.07265 0.5 -0.1 0.0
H 4.99545 -0.25642 3.92738 0.2 0.0 0.1
H 4.37571 -0.77987 5.53784 0.0 -0.2 -0.1
C 3.41113 -1.68776 -0.63971 -0.1 0.0 -0.4
C 4.10465 -2.95483 -0.81793 0.2 0.5 -0.2
N 4.62100 -3.97028 -0.92682 0.2 -0.3 -0.1
H 3.03150 -1.26748 -1.57185 0.1 -0.3 -0.2
H 4.02360 -0.91169 -0.18668 0.1 -0.3 0.3
H 2.54538 -1.94093 -0.04996 0.0 0.4 0.3
C -3.95015 3.75306 1.81726 -0.9 0.6 -0.1
C -2.68471 3.15543 1.45997 0.2 0.1 0.2
N -1.69549 2.67033 1.14199 0.0 -0.1 0.0
H -4.06935 4.03728 2.86135 0.4 -0.5 0.2
H -4.74375 3.06199 1.52943 -0.1 0.0 0.2
H -4.11157 4.69980 1.29504 0.2 -0.2 -0.3
C -2.10381 -2.35840 -3.72270 -0.2 0.4 1.1
C -3.13778 -2.38464 -2.67760 0.2 -0.1 -0.1
N -3.92182 -2.39767 -1.84024 -0.1 0.2 -0.1
H -1.13790 -2.28851 -3.21772 0.0 -0.1 0.0
H -2.25123 -1.40815 -4.23393 0.1 -0.3 -0.6
H -2.14860 -3.26739 -4.31235 -0.1 0.2 -0.3
```
Positions in Å, forces in eV/Å.

LUMO = 0.231 eV
SMILES string = CC#N.CC#N.CC#N.CC#N.CC#N.CC#N.CC#N.CC#N.CC#N.CC#N.CC#N
energy relative to the best compared isomer or geometry (same formula, charge and spin) = 20.4 kcal/mol
frontier orbital gap = 11.31 eV

---

# 2
Computed, not measured: the molecule C22H33N3O2, with ωB97M-V/def2-TZVPD.

The geometry in XYZ format:
```
60
Properties=species:S:1:pos:R:3:forces:R:3
C -2.92549 -0.77871 -5.32050 0.0 0.0 -0.1
C -1.45329 -0.71129 -5.04699 0.0 0.0 0.1
C -0.60312 -1.71398 -5.49785 0.0 0.0 0.0
C 0.75731 -1.64917 -5.26221 0.0 0.1 0.0
C 1.30818 -0.57623 -4.57246 0.1 0.1 -0.1
C 0.46059 0.43026 -4.12764 0.1 0.0 0.0
C -0.90113 0.36224 -4.36047 -0.1 -0.1 0.0
H -1.54507 1.15469 -4.00482 -0.1 0.1 0.0
H 0.87405 1.27248 -3.59118 0.1 0.1 0.1
C 2.77297 -0.53542 -4.25158 0.0 -0.2 0.2
H 3.35932 -0.94819 -5.07409 0.0 0.0 0.0
H 3.08946 0.49322 -4.07525 0.1 0.0 0.0
C 3.07528 -1.35017 -2.98036 0.3 0.3 -0.2
N 2.28137 -0.90754 -1.86140 0.0 -0.2 0.0
C 2.51749 0.24612 -1.21587 -0.3 0.1 0.3
O 3.42963 1.01242 -1.44233 0.3 0.3 -0.1
C 1.44176 0.42600 -0.15099 0.1 0.1 -0.1
H 0.85614 1.31365 -0.39584 0.1 0.0 0.0
H 1.92278 0.59329 0.81302 0.0 0.1 0.0
C 0.60594 -0.85963 -0.19380 0.1 -0.3 0.0
C 0.77049 -1.70511 1.07911 -0.1 0.4 -0.4
O 1.13778 -2.86153 1.07037 0.1 -0.4 0.0
N 0.46412 -1.03076 2.19921 -0.2 0.2 0.4
H 0.06228 -0.10253 2.16813 0.1 -0.1 -0.2
C 0.41817 -1.61575 3.51679 -0.1 -0.1 0.1
H 1.27452 -1.26518 4.10419 -0.1 -0.1 0.0
H 0.48289 -2.70066 3.41822 0.0 0.1 0.1
C -0.89830 -1.18861 4.18158 0.3 -0.2 -0.1
N -1.05080 0.24735 4.04627 -0.1 -0.1 0.1
C -2.38929 0.74464 3.80212 -0.2 0.2 -0.3
C -2.44921 1.66515 2.57350 0.1 0.0 0.1
H -2.51592 1.05740 1.66817 -0.1 0.0 0.0
H -3.36827 2.25073 2.64159 -0.1 0.0 -0.1
C -1.25006 2.60770 2.43441 -0.2 0.1 0.1
C -0.75355 3.20557 3.75218 0.3 -0.1 -0.2
C 0.25633 2.30547 4.46357 -0.2 0.0 0.3
H 0.71683 2.86131 5.28345 0.1 0.0 0.0
C -0.34018 1.02228 5.04463 0.3 0.3 0.0
H -1.00478 1.28224 5.88709 0.0 -0.1 0.0
H 0.47612 0.41807 5.44610 0.0 0.0 0.0
H 1.04681 2.04109 3.75781 0.1 0.0 0.0
H -1.59758 3.41902 4.40976 -0.1 0.1 0.1
H -0.25837 4.15553 3.53810 -0.1 0.0 0.1
H -1.53713 3.41486 1.75671 0.1 0.0 -0.1
H -0.41818 2.07822 1.96545 0.1 0.0 -0.1
H -2.75697 1.29388 4.68076 0.0 -0.1 0.0
H -3.07842 -0.08871 3.63842 0.1 0.0 0.1
H -0.91186 -1.52475 5.22959 0.0 0.0 0.0
H -1.72000 -1.67945 3.65610 0.0 0.0 0.0
H -0.45949 -0.63400 -0.28852 0.1 0.0 0.0
C 1.10923 -1.62548 -1.42605 -0.3 -0.4 0.0
H 0.36050 -1.66185 -2.22475 0.0 0.0 0.1
H 1.37299 -2.65106 -1.13943 -0.1 0.2 -0.1
H 2.86747 -2.40924 -3.14447 0.0 0.0 0.0
H 4.13110 -1.22285 -2.72295 -0.1 -0.1 0.0
H 1.40128 -2.44117 -5.61802 0.1 -0.1 0.0
H -1.01388 -2.55558 -6.03771 -0.1 -0.1 -0.1
H -3.28114 -1.80604 -5.27646 -0.1 0.0 0.0
H -3.13671 -0.39390 -6.31887 -0.1 0.0 0.0
H -3.48302 -0.18038 -4.60355 -0.1 0.0 0.0
```
Positions in Å, forces in eV/Å.

LUMO = 0.603 eV
SMILES string = Cc1ccc(CCN2C[C@@H](C(=O)NCCN3CCCCCC3)CC2=O)cc1
energy relative to the best compared isomer or geometry (same formula, charge and spin) = 14.3 kcal/mol
frontier orbital gap = 9.33 eV

---

What is the LUMO in the first record? 0.231 eV

---

The highest LUMO belongs to which entry? C22H33N3O2